No. 1
Molecular formula: BCdClH2S
Method: DFT, wB97M-V/def2-TZVPD

The total charge is +2. For the calculated total energy, the calculation gives -1051.4250 a.u. For the LUMO energy, the calculation gives -12.79 eV. Its HOMO-LUMO gap is 8.44 eV. As for the HOMO energy: -21.22 eV. As for the max |F|: 1.2 eV/A.

XYZ file:
```
6
Properties=species:S:1:pos:R:3:forces:R:3
S -0.82016 0.49019 0.82047 -0.3 0.3 0.6
B -0.32571 -0.41394 -0.70942 0.6 0.6 -0.2
Cl 1.07341 -1.46032 -0.41264 0.1 -0.9 -0.8
H -0.66359 1.76011 0.37340 -0.1 0.0 -0.1
H -0.71057 -0.16110 -1.79097 -0.2 -0.3 0.0
Cd 1.44661 -0.21493 1.71916 -0.1 0.3 0.5
```
Positions in Å, forces in eV/Å.

=====

No. 2
Molecular formula: C2H7O3Ru
Method: DFT, wB97M-V/def2-TZVPD

The total charge is +1. For the calculated total energy, the calculation gives -400.4173 a.u. For the LUMO energy (spin up / spin down), the calculation gives -4.19 / -8.19 eV. Its expectation value of S² is 12.01. Its HOMO-LUMO gap (spin up / spin down) is 8.59 / 6.03 eV. The multiplicity is 7. As for the HOMO energy (spin up / spin down): -12.78 / -14.23 eV. As for the max |F|: 4.8 eV/A.

XYZ file:
```
13
Properties=species:S:1:pos:R:3:forces:R:3
O 0.17632 -0.44154 -1.63990 2.1 1.7 2.9
H -0.72646 -0.76910 -1.63532 -0.4 0.2 0.1
C -1.20276 0.14812 0.99818 -0.5 -0.3 0.2
O -0.18473 1.05005 0.63327 1.5 -1.9 -0.2
C 0.27887 0.92613 -0.67696 -3.4 2.3 -2.5
H -0.89028 -0.90436 0.90069 0.0 0.2 -0.3
H -1.38209 0.27573 2.07170 -0.3 0.3 -0.4
H -2.09416 0.31195 0.36794 0.1 -0.1 0.5
H 1.16861 1.56438 -0.76957 0.6 -1.7 -0.1
H -0.44061 1.52484 -1.27136 0.1 -0.6 -0.1
Ru 2.21595 -1.74834 1.64687 0.4 -0.4 1.1
O 1.83566 -0.81281 0.12474 -0.4 -1.2 -1.7
H 1.24567 -1.12505 -0.75029 0.2 1.4 0.6
```
Positions in Å, forces in eV/Å.

=====

No. 3
Molecular formula: C21H29IrN2O2Si2
Method: DFT, wB97M-V/def2-TZVPD

The total charge is 0. For the calculated total energy, the calculation gives -1760.9726 a.u. The relative energy (zero: lowest compared OMol25 entry of this formula, charge and spin) is 0.00 kcal per mole. For the LUMO energy, the calculation gives -0.52 eV. Its HOMO-LUMO gap is 7.45 eV. As for the HOMO energy: -7.97 eV. As for the max |F|: 0.7 eV/A.

XYZ file:
```
57
Properties=species:S:1:pos:R:3:forces:R:3
Ir 0.15845 -0.34852 0.60697 -0.2 0.2 0.1
O -1.83594 -0.42478 0.63089 0.0 -0.1 0.1
C -2.59772 0.38732 -0.05494 0.0 -0.2 0.0
C -3.99359 0.15637 -0.01101 0.0 0.0 0.0
C -4.86826 0.95644 -0.69332 0.0 0.0 0.0
C -4.40836 2.04396 -1.45808 0.0 0.0 0.0
C -3.06627 2.29164 -1.50854 0.0 0.0 0.0
C -2.12732 1.48188 -0.82330 -0.1 0.0 0.0
C -0.75879 1.85511 -0.95437 0.2 0.1 0.0
N 0.26537 1.22903 -0.46336 0.4 0.0 0.0
N 1.54355 1.73698 -0.70917 0.0 -0.3 0.2
C 2.43796 1.01288 -0.08054 -0.1 0.0 0.0
O 2.15994 -0.01669 0.66316 0.0 0.2 -0.2
C 3.86701 1.39466 -0.20823 0.0 0.0 0.0
C 4.84302 0.60003 0.38277 0.0 0.0 0.0
C 6.18176 0.94430 0.27044 0.0 0.0 0.0
C 6.54993 2.08331 -0.43028 0.0 0.0 0.0
C 5.57632 2.87971 -1.01980 0.0 0.0 0.0
C 4.23867 2.53859 -0.91062 0.0 0.0 0.0
H -4.33531 -0.68152 0.58230 0.0 0.0 0.0
H -5.92995 0.74877 -0.64348 0.0 0.0 0.0
H -5.10622 2.67204 -1.99355 0.0 0.0 0.0
H -2.68902 3.12554 -2.08901 0.0 0.0 0.0
H -0.51650 2.75468 -1.51315 0.0 0.0 0.0
H 4.54099 -0.28338 0.92784 0.0 0.0 0.0
H 6.93838 0.32249 0.73111 0.0 0.0 0.0
H 7.59495 2.35196 -0.51736 0.0 0.0 0.0
H 5.86139 3.76986 -1.56542 0.0 0.0 0.0
H 3.47126 3.14929 -1.36499 0.0 0.0 0.0
C -1.83324 -3.53015 -1.64588 0.0 0.0 0.0
Si -0.16792 -2.67820 -1.70364 0.1 -0.1 0.1
C 1.07957 -3.85027 -2.46830 0.0 0.0 0.0
C -0.33066 -1.18064 -2.81226 0.1 0.0 0.0
C 0.56287 -2.16107 -0.02749 -0.2 -0.1 0.3
Si 0.11460 -3.01174 1.70842 -0.1 -0.3 -0.6
C 0.29436 -1.96779 3.26245 0.1 0.2 -0.1
C 1.40734 -4.36247 1.78041 0.0 0.0 0.1
C -1.61996 -3.69896 1.73722 0.0 0.0 0.1
H -2.17420 -3.68175 -2.67368 0.0 0.0 0.0
H -2.58236 -2.92468 -1.13251 0.0 0.0 0.0
H -1.79087 -4.50891 -1.16681 0.0 0.0 0.0
H 0.74912 -4.18127 -3.45558 0.0 0.0 0.0
H 1.22399 -4.73960 -1.84962 0.0 0.0 0.0
H 2.05150 -3.36569 -2.58593 0.0 0.0 0.0
H -0.57421 -1.50275 -3.82843 0.0 0.0 0.0
H 0.59670 -0.60477 -2.85116 0.0 0.0 0.0
H -1.12664 -0.52050 -2.47061 -0.1 0.1 0.0
H 1.64199 -2.36027 -0.06886 0.1 0.2 -0.1
H 1.26132 -1.46731 3.32347 0.0 0.0 0.0
H 0.20667 -2.65712 4.10840 0.0 0.0 0.0
H -0.49238 -1.21803 3.35451 0.0 0.0 0.0
H 2.40873 -3.92966 1.81871 0.0 0.0 0.0
H 1.35528 -5.02451 0.91443 0.0 0.0 0.0
H 1.26149 -4.96546 2.68032 0.0 0.0 0.0
H -2.34791 -2.90257 1.56718 0.0 0.0 0.0
H -1.81047 -4.12085 2.72808 0.0 0.0 0.0
H -1.78863 -4.48224 1.00118 0.0 0.0 0.0
```
Positions in Å, forces in eV/Å.

=====

No. 4
Molecular formula: C44H55AsCsF6N5O14S2
Method: DFT, wB97M-V/def2-TZVPD

The total charge is 0. For the calculated total energy, the calculation gives -6687.9111 a.u. For the LUMO energy, the calculation gives -1.74 eV. Its HOMO-LUMO gap is 8.44 eV. As for the HOMO energy: -10.18 eV. As for the max |F|: 2.3 eV/A.

XYZ file:
```
128
Properties=species:S:1:pos:R:3:forces:R:3
Cs -3.08446 3.05288 -3.61226 0.1 -0.1 0.2
As -0.63837 0.59370 -1.04283 0.9 -0.4 0.7
F -0.83824 -1.12501 -1.13666 -0.2 0.4 0.0
F 0.65694 0.51738 -2.19213 -0.2 0.4 -0.1
F -0.53450 2.34671 -0.94315 -0.1 -0.4 -0.3
F -1.90057 0.68922 0.18506 0.3 0.0 -1.0
F 0.59918 0.39585 0.19447 -0.8 0.3 -0.1
F -1.73586 0.79076 -2.44715 -0.1 0.1 0.7
C 1.07848 0.75932 -5.55691 0.1 0.2 -0.8
C 0.87419 2.04509 -5.06775 0.3 -0.3 0.5
C 1.54187 3.12530 -5.61800 -1.4 0.4 -1.1
C 2.16441 2.96576 -6.85254 0.3 -0.6 0.1
C 2.26892 1.72213 -7.45372 -0.3 -0.1 0.3
C 1.75707 0.63277 -6.76415 0.2 -0.3 -0.1
N 2.65886 4.13858 -7.57371 -0.2 0.8 0.1
O 2.65778 5.19821 -6.97735 0.0 0.0 0.3
O 2.98489 4.02226 -8.73127 0.2 -0.5 -0.3
H 0.68015 -0.13634 -5.10127 -0.2 0.2 0.2
H 0.19276 2.21001 -4.24398 0.3 -0.1 0.3
H 1.24112 4.12032 -5.31870 0.6 0.1 0.3
H 2.66610 1.54946 -8.44224 0.3 0.4 0.0
H 1.89071 -0.33399 -7.23355 -0.1 -0.1 0.2
C 3.73151 -0.72915 -0.06756 0.9 0.2 0.9
C 3.75816 0.52664 -0.64213 -0.6 -0.2 -0.4
C 4.94525 1.10063 -1.09544 0.1 0.0 -0.2
C 6.11882 0.38902 -0.92625 -0.4 -1.1 0.6
C 6.12281 -0.87373 -0.30096 0.7 1.3 -0.2
C 4.94262 -1.37806 0.17057 -0.4 -0.8 0.0
N 7.40843 0.93328 -1.34656 0.9 0.2 -0.7
O 8.38402 0.19028 -1.33129 -0.7 0.3 0.2
O 7.45386 2.08774 -1.73611 -0.3 -0.3 0.2
H 2.82033 -1.12826 0.35652 -0.1 0.0 -0.3
H 2.77737 0.96552 -0.76480 0.2 0.6 -0.2
H 4.97861 2.05489 -1.60259 -0.1 0.1 0.1
H 7.07929 -1.33704 -0.10889 -0.1 -0.2 -0.1
H 4.97574 -2.30673 0.72847 -0.1 0.0 -0.1
C 3.18171 -1.51857 -4.01343 -0.7 0.2 0.5
C 2.08735 -1.89982 -3.24895 -0.6 -1.0 0.5
C 1.31406 -3.00468 -3.59782 0.8 -0.4 -0.4
C 1.66902 -3.71396 -4.73762 -0.3 0.3 0.1
C 2.69017 -3.28798 -5.58062 -0.4 -0.6 0.3
C 3.45555 -2.21628 -5.17821 0.4 0.4 -0.5
N 0.91885 -4.95176 -5.03759 -0.1 -0.1 -0.4
O 0.05368 -5.30013 -4.25872 0.1 0.1 0.0
O 1.21049 -5.55923 -6.05102 0.1 0.2 0.1
H 3.73085 -0.64151 -3.69657 0.3 -0.1 -0.1
H 1.78216 -1.49737 -2.29409 0.5 0.7 -0.1
H 0.53160 -3.37622 -2.95358 -0.1 0.1 -0.1
H 2.87812 -3.80701 -6.50928 0.1 -0.1 0.1
H 4.27424 -1.92664 -5.82605 0.0 0.2 0.1
C -4.61795 -1.01313 0.23134 0.0 0.3 -0.5
C -5.71026 -1.71108 0.72135 0.8 0.1 0.1
C -6.66019 -2.21027 -0.15464 0.1 -0.7 -0.1
C -6.51412 -1.96762 -1.51373 0.3 0.3 0.0
C -5.41357 -1.28952 -2.02303 0.1 -0.3 -0.2
C -4.45858 -0.83257 -1.14081 0.1 0.2 0.4
N -7.54124 -2.45174 -2.44153 -1.0 -0.2 -0.8
O -8.27016 -3.35860 -2.07975 0.4 0.2 0.3
O -7.66930 -1.90392 -3.53413 0.7 -0.1 0.7
H -3.86332 -0.63804 0.90835 0.0 -0.1 0.0
H -5.65583 -1.90086 1.78608 -0.7 -0.2 0.0
H -7.40373 -2.92703 0.16731 -0.3 0.4 0.0
H -5.19725 -1.23738 -3.08158 -0.5 0.1 -0.1
H -3.56363 -0.35366 -1.51242 0.0 -0.1 0.0
C -4.39529 2.36034 2.33381 -0.4 -0.4 0.8
C -3.72197 3.38040 1.70915 0.4 0.2 -0.8
C -3.69680 4.65712 2.22486 -0.4 0.7 0.7
C -4.43764 4.91632 3.37753 0.6 -0.5 0.1
C -5.03452 3.89040 4.08777 -0.9 -0.5 -0.4
C -5.05640 2.60883 3.53576 0.6 0.2 -0.1
N -4.53058 6.29461 3.89786 0.0 -0.5 -0.2
O -5.27140 6.47289 4.83603 0.0 0.2 0.2
O -3.88355 7.14928 3.33154 0.1 0.2 0.0
H -4.36302 1.35575 1.93298 -0.1 0.0 -0.1
H -3.24389 3.17618 0.76258 0.4 0.0 0.0
H -3.10762 5.46689 1.81952 -0.2 0.0 -0.4
H -5.60595 4.05760 4.98837 0.2 0.3 0.1
H -5.54692 1.80127 4.06030 0.0 0.0 0.0
C 1.72758 -4.05433 -0.01967 0.9 -0.6 -1.0
C 1.60419 -5.11161 1.07315 -1.0 0.9 0.6
C 1.10284 -4.52767 2.40183 -0.3 -0.2 -0.1
C 1.08540 -5.56795 3.52905 -0.7 0.1 -0.1
C 0.20637 -5.16613 4.72247 0.0 0.0 0.2
C 0.48697 -5.98952 5.98369 0.1 0.6 0.4
H 2.72780 -3.61427 -0.02831 -0.1 0.2 0.0
H 0.99180 -3.25116 -0.09103 -0.2 -0.1 0.7
H 1.62880 -4.58244 -0.97374 0.2 0.2 -0.1
H 0.85007 -5.81652 0.71790 0.1 -0.3 0.3
H 2.53236 -5.64359 1.28295 0.1 0.0 -0.4
H 0.11514 -4.08607 2.22190 -0.2 -0.3 0.1
H 1.67888 -3.64886 2.71325 0.4 -0.2 0.0
H 0.68930 -6.53562 3.20590 0.1 0.1 -0.5
H 2.12710 -5.77367 3.78689 0.0 0.1 0.5
H 0.25749 -4.08228 4.87204 0.5 -0.1 0.4
H -0.86347 -5.28060 4.51788 0.1 -0.3 -0.5
H -0.05514 -5.59359 6.84603 0.0 0.1 -0.1
H 0.17669 -7.03236 5.91535 0.1 0.0 -0.4
H 1.54507 -5.96021 6.24974 0.0 -0.1 -0.1
C -0.03390 -1.48088 3.64074 0.1 0.1 -0.1
C 0.07326 0.04798 3.73556 0.0 0.4 -0.3
C -1.27891 0.62540 3.36229 -1.0 -1.3 0.0
S -2.48420 -0.52683 4.17694 0.8 0.5 0.9
O -3.59351 -0.83101 3.29490 0.3 0.0 0.0
O -2.76627 -0.08928 5.53085 -0.1 0.1 -0.5
C -1.32388 -1.92894 4.33626 -0.4 -0.2 -0.9
H 0.87038 -1.96902 4.00399 -0.2 0.0 0.4
H -0.03985 -1.74993 2.58144 -0.4 0.1 0.0
H 0.77315 0.38996 2.97082 0.3 0.1 0.3
H 0.37263 0.41004 4.71893 0.1 -0.2 0.0
H -1.47269 0.45724 2.30151 0.0 0.3 0.0
H -1.49557 1.65203 3.64312 0.0 0.0 0.2
H -1.83521 -2.74276 3.82028 0.2 -0.1 -0.1
H -1.23778 -2.22152 5.37891 0.1 0.4 0.1
C -0.13290 5.65674 1.99231 -0.6 0.1 -0.3
C 0.37248 4.21785 1.69850 0.5 1.6 -1.6
C 1.85444 4.41447 1.26603 0.9 -0.1 0.5
S 2.43307 6.13704 1.70649 -0.5 -0.8 -0.4
O 2.37176 7.00879 0.55112 0.2 -0.4 0.3
O 3.61929 6.08372 2.53816 -0.6 0.1 -0.6
C 0.98940 6.38777 2.68420 -0.1 -0.3 1.6
H -1.10165 5.65800 2.49236 0.4 0.0 0.7
H -0.38535 6.19441 1.07187 0.3 -0.3 -0.3
H -0.16908 3.90192 0.80858 -0.1 -0.5 0.3
H 0.26168 3.49754 2.50288 0.0 0.2 0.2
H 2.07309 4.24583 0.21344 -0.3 0.2 -0.1
H 2.53745 3.77180 1.82248 0.0 0.0 0.0
H 0.86769 7.42296 2.99600 -0.1 0.1 -0.4
H 1.24432 5.81042 3.58126 -0.1 0.2 0.2
```
Positions in Å, forces in eV/Å.